1.
The following is a DFT calculation (ωB97M-V with the def2-TZVPD basis set) of 5 unconnected molecules or ions with the total composition H9S5.

Each atom is followed by the atoms it is bonded to, with distances in Å.
Geometry (Å):
1 S -0.453 -0.171 -0.606  H2 1.196
2 H -1.100 -0.737 -1.438  S1 1.196
3 S 1.100 1.100 -3.522  H4 1.376, H5 1.476
4 H 1.147 -0.274 -3.579  S3 1.376
5 H 0.344 0.813 -2.287  S3 1.476
6 S 0.376 3.616 0.623  H7 1.412, H8 1.328
7 H -0.888 3.373 0.041  S6 1.412
8 H 0.967 2.490 0.237  S6 1.328
9 S 2.130 -2.685 1.307  H10 1.228, H11 1.365
10 H 1.083 -2.045 1.324  S9 1.228
11 H 2.199 -2.767 -0.053  S9 1.365
12 S -2.182 -0.654 3.155  H13 1.375, H14 1.243
13 H -3.341 -0.952 2.476  S12 1.375
14 H -1.381 -1.107 2.319  S12 1.243

HOMO-LUMO gap ... 0.25089 Eh
Maximum force ... 5.6 eV Å⁻¹
Net charge ... -1
ΔE to the lowest compared entry with this formula, charge and spin ... 1.163 eV
LUMO ... 3.02 eV
Spin multiplicity ... 1
Electronic energy ... -1996.3169 hartree


2.
The following is a DFT calculation (ωB97M-V with the def2-TZVPD basis set) of HI2OP in the gas phase.

Each atom is followed by the atoms it is bonded to, with distances in Å.
Geometry (Å):
1 O -0.970 -0.792 -0.066  P2 1.756, H5 0.933
2 P -0.239 0.805 -0.057  O1 1.756, I3 2.529, I4 2.481
3 I 1.292 0.558 -2.055  P2 2.529
4 I 1.501 0.673 1.707  P2 2.481
5 H -1.583 -1.245 0.471  O1 0.933

HOMO-LUMO gap ... 0.31931 Eh
Maximum force ... 4.6 eV Å⁻¹
ΔE to the lowest compared entry with this formula, charge and spin ... 0.347 eV
LUMO ... -0.71 eV
Structure (SMILES) ... OP(I)I
Spin multiplicity ... 1
Electronic energy ... -1012.6128 hartree


3.
The following is a DFT calculation (ωB97M-V with the def2-TZVPD basis set) of 2 unconnected molecules or ions with the total composition HI2OP.

Each atom is followed by the atoms it is bonded to, with distances in Å.
Geometry (Å):
1 O -1.097 1.434 -0.395  H5 0.945
2 P 0.652 -0.748 -0.488  I3 2.427, I4 2.316
3 I 0.077 -2.515 1.074  P2 2.427
4 I 2.388 0.601 0.242  P2 2.316
5 H -2.019 1.228 -0.432  O1 0.945

HOMO-LUMO gap (spin up / spin down) ... 0.23359 / 0.23448 Eh
Maximum force ... 3.0 eV Å⁻¹
ΔE to the lowest compared entry with this formula, charge and spin ... 3.832 eV
LUMO (spin up / spin down) ... -2.57 / -2.57 eV
Spin multiplicity ... 1
Electronic energy ... -1012.4848 hartree